Formula: C2H2N3P
Source: the Open Molecules 2025 dataset
Level of theory: ωB97M-V with the def2-TZVPD basis set

Element x y z (Å)
C1 -1.41 -0.85 -0.07
C2 -0.26 1.38 0.06
N1 -2.47 -1.22 -0.27
N2 -0.10 2.49 -0.10
N3 -0.25 -0.32 0.29
P1 1.27 -0.96 0.13
H1 1.67 -0.15 1.10
H2 1.54 -0.37 -1.14

Values from the calculation:
Kohn-Sham gap (eV): 9.74
ΔE to the lowest compared entry with this formula, charge and spin (kJ/mol): 324.1
Electronic energy (Ha): -582.8936
LUMO energy (eV): -1.07
Molecular weight (g mol⁻¹): 99.03